[1]
The following is a quantum chemistry calculation of a cluster of 2 separate species, C8H8N2O4S in total, from the OMol25 dataset.

Results
**Strongest force on any atom**: 3.98 eV/Å
**Energy relative to the best compared isomer or geometry (same formula, charge and spin)**: 373.5 kJ/mol
**Molecular weight**: 228.2 g mol⁻¹
**Orbital gap**: 8.3599 eV
**HOMO energy**: -0.32415 Ha
**E**: -1118.145115 Eh

Structure (ORCA input):
```
! RIJCOSX wB97M-V def2-TZVPD def2/J DEFGRID3
* xyz 0 1
C 1.426 -1.130 1.525
C 0.650 -1.292 -0.994
C -0.992 0.970 0.549
C -3.629 -1.108 -0.198
C 0.348 0.067 -1.516
C 3.052 0.996 0.173
C 0.355 0.522 -0.065
C -1.368 2.310 0.045
N 0.859 -0.858 0.293
N 1.959 -2.415 1.413
O -3.189 -0.497 -1.047
O 0.713 -2.455 -1.321
O -1.583 0.271 1.356
O -4.209 -1.560 0.657
S 1.657 1.800 0.328
H 1.243 0.375 -1.935
H -0.513 0.324 -2.118
H 3.808 1.772 0.224
H -1.625 3.022 0.987
H -2.320 2.374 -0.532
H -0.560 2.639 -0.634
H 2.231 -3.061 2.175
H 1.688 -3.065 0.633
*
```

***

[2]
The following is a quantum chemistry calculation of a cluster of 11 separate species, C47H122N6O17 in total, from the OMol25 dataset.

Results
**Strongest force on any atom**: 2.58 eV/Å
**Energy relative to the best compared isomer or geometry (same formula, charge and spin)**: 149.7 kJ/mol
**Structure (SMILES)**: COCCNCCOC.COCCNCCOC.COCCNCCOC.COCCNCCOC.COCCNCCOC.COCCNCCOC.CC(C)O.CCO.CCO.CCO.CCO
**Molecular weight**: 1043.5 g mol⁻¹
**Orbital gap**: 9.0639 eV
**HOMO energy**: -0.31142 Ha
**E**: -3471.160166 Eh

Structure (ORCA input):
```
! RIJCOSX wB97M-V def2-TZVPD def2/J DEFGRID3
* xyz 0 1
C -5.467 -3.385 1.611
O -5.218 -2.364 0.662
C -5.054 -1.080 1.254
C -4.329 -0.141 0.350
N -5.106 0.422 -0.749
C -5.832 -0.514 -1.631
C -6.757 0.165 -2.635
O -7.718 0.991 -2.070
C -8.656 1.562 -2.989
H -6.450 -3.259 2.192
H -4.595 -3.375 2.310
H -5.486 -4.366 1.115
H -4.441 -1.285 2.167
H -6.020 -0.725 1.598
H -3.551 -0.829 -0.008
H -4.019 0.797 0.835
H -4.489 0.995 -1.308
H -6.412 -1.143 -0.967
H -5.226 -1.183 -2.229
H -7.204 -0.679 -3.237
H -6.032 0.724 -3.229
H -8.065 2.272 -3.576
H -9.358 2.097 -2.381
H -9.094 0.822 -3.676
C 3.224 -0.042 -7.332
O 2.723 1.253 -7.162
C 1.333 1.302 -6.810
C 0.942 0.963 -5.403
N 0.874 -0.475 -5.155
C 0.906 -0.795 -3.732
C 2.310 -0.871 -3.180
O 3.103 -1.774 -3.987
C 4.487 -1.576 -3.960
H 3.422 -0.597 -6.408
H 4.173 0.018 -7.879
H 2.552 -0.669 -7.946
H 0.738 0.669 -7.486
H 1.106 2.323 -7.073
H -0.053 1.398 -5.202
H 1.721 1.441 -4.757
H 1.662 -0.963 -5.575
H 0.313 -1.665 -3.499
H 0.511 0.033 -3.169
H 2.243 -1.207 -2.101
H 2.804 0.091 -3.228
H 4.923 -2.154 -4.770
H 4.931 -1.894 -3.004
H 4.831 -0.516 -4.121
C 0.787 -9.106 -4.245
O -0.463 -8.685 -4.775
C -0.292 -7.684 -5.756
C 0.373 -6.417 -5.222
N -0.524 -5.950 -4.138
C 0.033 -4.854 -3.316
C -0.960 -4.418 -2.190
O -0.252 -3.531 -1.330
C -1.019 -3.022 -0.220
H 0.601 -9.833 -3.459
H 1.356 -8.250 -3.873
H 1.364 -9.584 -5.021
H -1.304 -7.510 -6.145
H 0.418 -8.038 -6.537
H 0.510 -5.700 -6.039
H 1.407 -6.637 -4.820
H -0.567 -6.648 -3.447
H 0.264 -3.980 -3.941
H 0.990 -5.092 -2.821
H -1.239 -5.333 -1.655
H -1.827 -3.869 -2.535
H -0.337 -2.327 0.220
H -1.276 -3.834 0.501
H -1.976 -2.547 -0.558
C 6.648 -3.719 8.104
O 6.393 -3.181 6.829
C 4.989 -3.149 6.530
C 4.538 -2.662 5.195
N 4.691 -3.658 4.164
C 4.443 -3.115 2.806
C 3.041 -2.568 2.636
O 3.008 -2.216 1.243
C 3.136 -0.839 1.125
H 6.061 -3.161 8.877
H 7.716 -3.499 8.278
H 6.391 -4.776 8.203
H 4.566 -2.583 7.375
H 4.560 -4.141 6.646
H 4.914 -1.680 4.953
H 3.492 -2.452 5.389
H 5.600 -4.096 4.265
H 4.714 -3.783 2.009
H 5.094 -2.230 2.693
H 2.796 -1.680 3.227
H 2.256 -3.366 2.801
H 4.128 -0.496 1.428
H 2.381 -0.355 1.762
H 2.936 -0.557 0.101
C 8.060 3.126 5.541
O 7.237 1.992 5.474
C 6.570 1.621 6.656
C 5.749 0.377 6.356
N 4.411 0.734 5.832
C 4.408 1.250 4.515
C 3.148 2.037 4.220
O 3.180 2.482 2.881
C 2.392 3.605 2.578
H 8.986 2.905 6.087
H 7.511 3.954 5.997
H 8.309 3.336 4.509
H 5.943 2.427 7.022
H 7.370 1.381 7.398
H 5.603 -0.143 7.330
H 6.409 -0.175 5.694
H 3.806 -0.076 6.007
H 4.566 0.535 3.757
H 5.202 1.993 4.343
H 3.023 2.852 4.915
H 2.230 1.441 4.390
H 2.791 4.406 3.170
H 1.335 3.479 2.950
H 2.405 3.837 1.521
C -4.272 3.071 -3.113
O -3.470 2.788 -2.026
C -3.313 3.775 -1.007
C -4.565 4.287 -0.315
N -5.267 3.226 0.527
C -6.554 3.554 1.058
C -7.673 3.645 0.036
O -7.590 4.877 -0.660
C -8.737 5.109 -1.502
H -3.996 4.033 -3.577
H -5.348 2.990 -2.832
H -4.003 2.275 -3.834
H -2.841 4.668 -1.505
H -2.640 3.321 -0.277
H -5.221 4.888 -0.964
H -4.268 5.063 0.376
H -5.288 2.321 0.071
H -6.490 4.477 1.664
H -6.841 2.804 1.789
H -8.684 3.542 0.510
H -7.588 2.748 -0.629
H -9.672 5.117 -0.897
H -8.859 4.465 -2.345
H -8.581 6.044 -2.014
C 4.200 2.655 -3.244
C 3.844 2.208 -1.837
C 4.401 3.034 -0.687
O 2.362 2.127 -1.710
H 4.159 3.751 -3.301
H 3.511 2.263 -4.016
H 5.215 2.395 -3.549
H 4.126 1.177 -1.705
H 3.808 2.731 0.164
H 4.232 4.060 -0.951
H 5.465 2.836 -0.601
H 2.050 3.023 -1.597
C -0.244 3.822 -2.502
C 0.682 4.767 -3.251
O 1.851 4.934 -2.509
H 0.162 2.791 -2.441
H -1.253 3.742 -2.911
H -0.380 4.111 -1.469
H 0.189 5.752 -3.371
H 0.960 4.406 -4.257
H 2.572 5.182 -3.132
C -1.206 -3.116 3.434
C -0.817 -1.724 2.993
O -1.786 -1.313 2.055
H -0.588 -3.429 4.326
H -1.118 -3.842 2.570
H -2.201 -2.997 3.769
H 0.179 -1.734 2.512
H -0.809 -0.999 3.796
H -1.524 -0.417 1.861
C -0.127 0.642 -0.232
C -0.009 1.748 0.818
O -0.813 1.382 1.888
H -1.174 0.528 -0.607
H 0.157 -0.274 0.346
H 0.541 0.803 -1.049
H -0.351 2.687 0.292
H 1.054 1.922 1.142
H -1.620 1.885 1.942
C -4.225 1.485 4.093
C -3.414 2.719 3.881
O -3.132 2.955 2.517
H -5.113 1.535 3.472
H -4.542 1.313 5.149
H -3.641 0.642 3.792
H -2.405 2.619 4.364
H -3.901 3.621 4.308
H -3.970 3.125 1.981
*
```

***

[3]
The following is a quantum chemistry calculation of a cluster of 4 separate species, C28H58NO4S3 in total, from the OMol25 dataset.

Results
**Strongest force on any atom**: 4.94 eV/Å
**Molecular weight**: 569.0 g mol⁻¹
**Orbital gap**: 7.1281 eV
**HOMO energy**: -0.42041 Ha
**E**: -2651.576440 Eh

Structure (ORCA input):
```
! RIJCOSX wB97M-V def2-TZVPD def2/J DEFGRID3
* xyz 1 1
C 4.083 -2.881 1.165
C 5.250 -2.793 0.030
C 4.848 -3.543 -1.337
O 4.174 -4.841 -1.092
C 2.844 -4.661 -1.602
O 2.588 -5.042 -2.775
C 1.663 -3.955 -0.808
S 0.135 -3.867 -1.917
C -1.000 -2.576 -1.235
N -1.789 -1.718 -1.912
C -2.657 -0.767 -1.110
C -1.847 -0.630 0.293
S -1.133 -2.350 0.608
O 5.787 -1.443 -0.132
C 4.958 -0.591 -0.916
O 3.707 -0.611 -0.974
C 5.704 0.496 -1.888
S 4.428 1.112 -3.143
H 4.643 -2.721 2.164
H 3.326 -2.036 1.092
H 3.626 -3.925 1.235
H 6.111 -3.419 0.481
H 4.141 -2.964 -2.017
H 5.840 -3.820 -1.858
H 1.389 -4.428 0.189
H 1.963 -2.848 -0.649
H -1.785 -1.735 -2.949
H -2.538 0.290 -1.560
H -3.767 -1.068 -1.018
H -0.872 -0.020 0.222
H -2.471 -0.489 1.242
H 6.450 -0.120 -2.506
H 6.183 1.352 -1.311
H 5.196 1.479 -4.254
C 11.034 -4.903 -1.416
C 10.195 -5.082 -2.673
C 10.624 -4.167 -3.821
C 10.489 -2.667 -3.542
C 9.083 -2.200 -3.165
C 8.060 -2.426 -4.269
H 10.941 -3.892 -1.008
H 10.708 -5.602 -0.641
H 12.090 -5.096 -1.621
H 9.137 -4.930 -2.435
H 10.287 -6.122 -3.007
H 10.046 -4.427 -4.714
H 11.670 -4.378 -4.071
H 10.818 -2.119 -4.433
H 11.180 -2.381 -2.743
H 9.122 -1.128 -2.942
H 8.746 -2.692 -2.246
H 8.351 -1.906 -5.185
H 7.082 -2.045 -3.958
H 7.943 -3.488 -4.500
C -7.447 4.651 -1.365
C -7.106 4.132 0.025
C -5.680 3.588 0.132
C -5.376 2.378 -0.758
C -6.283 1.164 -0.540
C -6.174 0.580 0.862
H -7.401 3.857 -2.116
H -8.461 5.057 -1.377
H -6.761 5.447 -1.664
H -7.832 3.369 0.323
H -7.216 4.955 0.740
H -5.478 3.332 1.177
H -4.975 4.388 -0.122
H -4.334 2.079 -0.590
H -5.436 2.676 -1.810
H -6.003 0.388 -1.263
H -7.325 1.419 -0.753
H -5.146 0.273 1.077
H -6.815 -0.302 0.952
H -6.489 1.296 1.624
C -6.296 2.892 6.614
C -7.155 2.705 5.371
C -6.727 3.596 4.203
C -6.836 5.102 4.459
C -8.230 5.597 4.847
C -9.271 5.368 3.758
H -6.368 3.910 7.006
H -6.622 2.210 7.404
H -5.245 2.680 6.398
H -8.206 2.877 5.620
H -7.082 1.659 5.053
H -7.321 3.330 3.322
H -5.686 3.365 3.943
H -6.510 5.631 3.555
H -6.130 5.391 5.244
H -8.172 6.671 5.051
H -8.561 5.125 5.777
H -8.983 5.872 2.832
H -10.239 5.769 4.073
H -9.408 4.305 3.546
*
```

***

[4]
The following is a quantum chemistry calculation of an isolated molecule of C2H3NO2S, from the OMol25 dataset.

Results
**Strongest force on any atom**: 4.39 eV/Å
**Energy relative to the best compared isomer or geometry (same formula, charge and spin)**: 449.6 kJ/mol
**Molecular weight**: 105.1 g mol⁻¹
**Orbital gap**: 9.6872 eV
**HOMO energy**: -0.36013 Ha
**E**: -681.288077 Eh

Structure (ORCA input):
```
! RIJCOSX wB97M-V def2-TZVPD def2/J DEFGRID3
* xyz 0 1
C 1.256 0.241 0.351
C -0.209 0.198 -0.443
N -1.361 -0.329 -0.736
O 3.845 -0.604 0.384
O 1.946 1.350 -0.046
S 2.898 -0.085 -0.546
H 1.211 -0.084 1.344
H -0.131 1.123 -1.070
H -1.798 -1.251 -0.232
*
```

***

Among the records above, which one has the highest orbital gap? C2H3NO2S

***

Look up the strongest force on any atom of the first one. 3.98 eV/Å

***

Which formula does entry 1 have? C8H8N2O4S